Record 1
20
Properties=species:S:1:pos:R:3:forces:R:3 method="wB97M-V/def2-TZVPD" e_lumo_ev="-0.1 / -0.3" de_lowest_kj_mol=352.05 mol_weight_g_mol=245.04 e_tot_ev=-87521.426 spin_multiplicity=1
C 1.469743 0.926228 0.222645 2.43 0.52 2.55
C 1.346500 1.435102 -0.978678 -2.03 -1.70 -0.40
C -0.670242 -0.167980 -1.122082 1.91 1.55 0.04
C -0.034278 0.281292 2.183737 2.87 2.09 -2.89
C 0.368939 -2.100187 -0.173721 -0.22 0.90 -3.26
C -1.819070 0.793563 -0.984362 1.05 -0.46 -0.90
N 0.628931 0.015932 0.843716 -1.34 -1.35 1.11
N -0.211432 -0.772671 0.016003 0.85 -0.30 0.13
F -1.739799 1.637946 0.054200 -0.23 -0.26 -0.15
F -1.905580 1.508418 -2.108894 -0.29 0.42 -0.11
F -2.954150 0.079128 -0.884412 -0.51 0.18 0.38
Br 2.457270 1.950271 -2.330035 0.28 0.30 0.03
H 2.363548 1.112931 1.000873 -1.81 -0.01 -1.99
H -0.513375 -0.640392 -2.111069 -0.44 0.23 0.80
H -0.708436 1.042927 1.898229 -1.31 0.64 0.77
H -0.408820 -0.556134 2.647791 -0.94 -1.96 0.58
H 0.765995 0.700755 2.760318 0.24 0.34 0.71
H -0.346855 -2.489012 -0.922336 0.36 -1.03 0.93
H 1.343268 -2.121951 -0.714182 -0.29 0.68 0.21
H 0.567844 -2.636166 0.702261 -0.56 -0.77 1.44

Record 2
17
Properties=species:S:1:pos:R:3:forces:R:3 method="wB97M-V/def2-TZVPD" e_lumo_ev=-4.3 de_lowest_kj_mol=158.22 total_charge=+1 mol_weight_g_mol=300.94 e_tot_ev=-85975.595 spin_multiplicity=1
C 0.864076 1.417600 0.929452 0.82 -1.49 1.08
C 1.138227 0.288841 1.837902 -0.63 -1.00 -3.39
C 0.301573 1.428592 -0.266856 0.04 -3.26 1.45
C 0.581415 -0.885380 1.528478 -0.21 -0.58 1.09
C 0.085280 0.081880 -0.903005 0.27 -1.50 3.32
C -0.288170 -1.111335 0.383143 -0.55 2.44 -3.23
N -0.985271 -0.080704 -1.845465 -1.54 2.37 2.07
Br -2.255455 -0.743082 0.890325 0.90 0.12 -0.05
I -0.348217 -3.021623 -0.579651 0.49 0.08 0.39
H 1.271066 2.206068 1.448961 0.01 2.91 0.29
H 1.875352 0.411482 2.578171 0.31 0.10 1.18
H -0.086554 2.287133 -0.618516 -0.81 2.90 -1.83
H 0.573274 -1.703023 2.214763 0.38 -0.51 0.48
H 0.981109 -0.178055 -1.417214 0.92 -0.78 -0.04
H -0.985294 -0.967886 -2.221197 -0.55 -3.53 -0.09
H -0.889688 0.391665 -2.693504 0.09 2.38 -1.49
H -1.832722 0.177828 -1.265788 0.06 -0.64 -1.23

Record 3
16
Properties=species:S:1:pos:R:3:forces:R:3 method="wB97M-V/def2-TZVPD" e_lumo_ev=0.7 de_lowest_kj_mol=308.07 smiles="CC=C(Cl)Cl.C#CC" mol_weight_g_mol=151.04 e_tot_ev=-31392.437 spin_multiplicity=1
C 0.627864 -2.256145 0.527725 2.16 5.55 -2.85
C 1.580050 0.785768 -0.749814 0.24 0.19 -0.12
C -0.345608 -1.288072 0.975394 -0.68 1.50 2.11
C 0.613025 1.432626 -0.475915 -0.47 0.18 -0.77
C -0.471401 2.427568 -0.405005 1.12 -0.71 -4.00
C -1.049824 -0.516090 0.154096 -1.37 -1.83 0.65
Cl -1.304099 -0.956240 -1.502226 0.37 0.30 -0.15
Cl -2.348361 0.394943 0.816471 -0.52 0.49 0.21
H 1.082260 -2.696030 1.281317 2.39 -2.06 3.52
H 0.209025 -2.926524 -0.068440 -1.77 -3.09 -2.81
H 1.443202 -1.654556 -0.170490 -1.75 -1.51 1.72
H 2.446497 0.302821 -1.097795 0.42 -0.33 0.05
H -0.485997 -1.098597 2.104058 0.32 -0.20 -1.98
H -0.699627 2.546608 0.572585 -1.15 1.02 2.83
H -1.364781 2.252694 -1.085563 1.13 -0.26 1.10
H 0.067769 3.249230 -0.876393 -0.44 0.76 0.49

Record 4
24
Properties=species:S:1:pos:R:3:forces:R:3 method="wB97M-V/def2-TZVPD" e_lumo_ev="-14.7 / -17.8" total_charge=+4 mol_weight_g_mol=592.24 e_tot_ev=-68214.304 spin_multiplicity=7
Pr -5.254395 0.573082 -2.618262 0.00 -1.20 0.93
Ir -0.287421 0.345763 -0.791815 -2.19 1.13 -0.39
Cl -5.676717 -1.548319 -1.400877 0.40 1.25 -0.67
Cl -2.556919 0.504044 -0.807299 -1.43 0.09 -0.20
C 1.185544 0.127482 -1.873034 6.39 -1.85 -4.46
C -7.581581 -0.232036 -3.420581 -5.14 -1.17 -2.48
C -6.712980 1.553135 -4.888741 -2.77 0.78 -3.15
O 2.074971 -0.135728 -2.581199 -3.57 1.23 2.84
O -8.566466 -0.419122 -3.993148 4.18 0.40 2.84
O -7.553406 1.653832 -5.661239 3.24 -0.07 2.62
C 3.689974 -1.701142 2.357016 0.01 0.27 0.60
N 2.542136 -1.372629 1.534582 -0.39 0.71 0.92
C 1.812058 -0.273937 1.714508 -1.14 -0.75 0.12
S 0.079539 -0.236718 1.261473 0.87 -0.75 1.76
N 2.236097 0.838671 2.371391 0.47 0.33 -2.74
C 3.536156 1.425370 1.995060 0.39 -0.28 0.16
H 3.728200 -1.017594 3.187735 -0.01 0.26 0.37
H 4.627552 -1.576065 1.823623 0.28 -0.44 -0.54
H 3.564681 -2.699325 2.766467 0.16 -0.41 -0.29
H 2.070397 -2.124148 1.029311 0.24 -0.11 -0.31
H 1.460217 1.520943 2.327604 0.34 0.05 1.28
H 3.327778 2.300599 1.380568 -0.13 0.42 0.16
H 4.086508 1.735529 2.879580 0.04 0.32 0.38
H 4.168078 0.758312 1.407279 -0.25 -0.22 0.24